Run w
A single C8H16N2O3 molecule, computed with ωB97M-V/def2-TZVPD.

```
29
Properties=species:S:1:pos:R:3:mulliken_charge:R:1
C -3.23 1.44 0.63 -0.835
C -2.19 1.84 -0.50 0.473
O -2.29 2.99 -1.00 -0.596
N -1.08 1.01 -0.99 0.103
C 0.21 1.58 -0.51 -0.727
C -1.24 -0.43 -0.66 -0.651
C -0.25 -1.29 -1.58 -0.749
C 0.65 -2.36 -0.79 -0.693
C 1.35 -1.81 0.53 0.061
O 2.76 -1.47 0.35 -0.314
C 3.05 -0.19 0.86 0.651
N 2.77 0.26 2.22 -0.577
O 3.56 0.66 0.08 -0.556
H -2.70 1.61 1.64 0.226
H -4.09 2.19 0.58 0.314
H -3.56 0.35 0.53 0.293
H 1.12 0.93 -0.71 0.214
H 0.38 2.55 -1.11 0.296
H 0.19 1.93 0.59 0.171
H -1.20 -0.68 0.45 0.406
H -2.31 -0.72 -0.99 0.368
H 0.44 -0.60 -2.20 0.373
H -0.87 -1.86 -2.36 0.340
H 0.03 -3.28 -0.54 0.344
H 1.47 -2.69 -1.52 0.291
H 0.84 -0.93 1.02 -0.092
H 1.33 -2.66 1.31 0.251
H 3.13 1.23 2.28 0.332
H 1.75 0.38 2.38 0.284
```

Properties
* HOMO energy: -9.5 eV
* orbital gap: 10.0 eV
* multiplicity: 1
* LUMO: 0.44 eV
* SMILES: CC(=O)N(C)CCCCOC(N)=O



Run x
A single C8H16N2O3 molecule, computed with ωB97M-V/def2-TZVPD.

```
29
Properties=species:S:1:pos:R:3:mulliken_charge:R:1
C -3.24 0.23 -0.86 -1.379
C -1.99 -0.42 -0.41 0.779
C -2.57 -1.87 -0.02 -1.736
C -1.17 0.20 0.81 -1.841
C 0.31 0.43 0.59 0.384
N 1.04 0.48 1.85 -0.512
C 0.70 1.49 -0.41 0.277
O 0.00 2.36 -0.82 -0.595
N 1.97 1.28 -0.82 -0.268
C 3.02 0.66 0.05 -0.216
C 3.69 -0.63 -0.37 0.562
O 4.74 -0.84 0.25 -0.634
O 3.27 -1.35 -1.35 -0.478
H -4.22 -0.19 -0.56 0.323
H -3.24 0.21 -2.02 0.284
H -3.21 1.34 -0.60 0.362
H -1.45 -0.46 -1.33 0.345
H -3.05 -2.28 -0.87 0.503
H -1.82 -2.59 0.37 0.344
H -3.42 -1.86 0.74 0.354
H -1.27 -0.29 1.72 0.718
H -1.52 1.13 1.12 0.454
H 0.75 -0.48 0.15 0.184
H 0.80 -0.28 2.46 0.230
H 0.95 1.32 2.43 0.231
H 2.20 1.60 -1.78 0.253
H 3.89 1.19 0.41 0.422
H 2.36 0.50 1.02 0.278
H 2.46 -0.87 -1.73 0.373
```

Properties
* HOMO energy: -9.5 eV
* orbital gap: 9.8 eV
* multiplicity: 1
* LUMO: 0.34 eV
* SMILES: CC(C)C[C@H](N)C(=O)NCC(=O)O



Relative energies, in kcal/mol, with the most stable structure set to zero: run w 8.6; run x 0.0.